Entry 1:
The following is a DFT calculation (ωB97M-V/def2-TZVPD) of 9 unconnected molecules or ions with the total composition C36H72O9.

* Kohn-Sham gap: 9.74 eV
* energy above the lowest of the compared OMol25 structures with the same formula, charge and spin: 0.0 kJ/mol
* LUMO: 0.02227 Ha
* highest occupied orbital energy: -0.33555 Ha
* net charge: 0
* SMILES string: C1CCOC1.C1CCOC1.C1CCOC1.C1CCOC1.C1CCOC1.C1CCOC1.C1CCOC1.C1CCOC1.C1CCOC1

Element x y z (Å)
1 C 4.34405 -4.43770 -3.83322
2 C 2.91460 -4.55258 -3.28792
3 C 2.58131 -3.10589 -2.95720
4 O 3.26165 -2.30889 -3.92397
5 C 4.45708 -2.98020 -4.32382
6 H 4.58914 -5.16504 -4.60749
7 H 5.07856 -4.63399 -3.04735
8 H 2.87980 -5.18168 -2.40021
9 H 2.23243 -4.91622 -4.05617
10 H 2.89196 -2.76784 -1.95908
11 H 1.51353 -2.88119 -3.01499
12 H 5.31376 -2.46910 -3.88083
13 H 4.52137 -2.94643 -5.41172
14 C 0.10559 0.86010 -0.94456
15 C -0.16406 0.59445 0.54323
16 C 0.03950 -0.90734 0.66443
17 O 1.00629 -1.22916 -0.31563
18 C 0.72755 -0.44420 -1.46396
19 H 0.79652 1.70095 -1.04767
20 H -0.79518 1.19997 -1.45768
21 H -1.17048 0.88041 0.85420
22 H 0.56508 1.10368 1.17655
23 H -0.88884 -1.47639 0.50719
24 H 0.39594 -1.22214 1.64584
25 H 0.08039 -0.99214 -2.16030
26 H 1.61118 -0.24660 -2.07569
27 C -4.36276 -0.80967 -2.09093
28 C -5.45624 -0.15535 -1.23451
29 C -4.86827 -0.16534 0.18516
30 O -3.49241 -0.54484 0.06586
31 C -3.11212 -0.48430 -1.30859
32 H -4.33609 -0.45194 -3.11812
33 H -4.53551 -1.88925 -2.12781
34 H -6.38892 -0.71764 -1.28728
35 H -5.69284 0.85095 -1.58266
36 H -5.34925 -0.91014 0.81851
37 H -4.89719 0.82508 0.64461
38 H -2.23969 -1.11032 -1.48251
39 H -2.82233 0.55786 -1.53423
40 C 1.99314 3.60001 -3.73969
41 C 1.83152 4.70969 -4.78946
42 C 0.37474 4.54291 -5.20025
43 O 0.09213 3.16332 -5.10930
44 C 0.81742 2.63638 -4.01636
45 H 1.94616 3.98339 -2.71812
46 H 2.96569 3.11459 -3.81887
47 H 2.48634 4.52860 -5.64200
48 H 2.03303 5.69841 -4.38327
49 H 0.09796 4.90233 -6.19079
50 H -0.27477 5.11456 -4.50991
51 H 1.17355 1.63375 -4.25409
52 H 0.16915 2.57563 -3.13742
53 C -2.98904 -2.31483 3.06939
54 C -2.37199 -0.96685 3.45112
55 C -1.09014 -1.38813 4.18691
56 O -0.74883 -2.68532 3.69729
57 C -1.76218 -3.18372 2.82998
58 H -3.60311 -2.29379 2.17005
59 H -3.57245 -2.67655 3.91939
60 H -3.06219 -0.34790 4.02149
61 H -2.10123 -0.39573 2.55775
62 H -1.24723 -1.43074 5.26777
63 H -0.26149 -0.71745 3.95067
64 H -1.94176 -4.23672 3.04912
65 H -1.47521 -3.08851 1.77767
66 C -0.82869 -5.11843 -2.28896
67 C -1.70985 -5.07050 -3.52422
68 C -1.44350 -3.64499 -4.02220
69 O -1.12973 -2.86542 -2.87678
70 C -0.90765 -3.69795 -1.73236
71 H 0.20736 -5.33363 -2.57391
72 H -1.06673 -5.86307 -1.52822
73 H -2.75156 -5.13879 -3.20166
74 H -1.48047 -5.80847 -4.28750
75 H -2.34510 -3.23528 -4.48345
76 H -0.61885 -3.59545 -4.73987
77 H -1.74975 -3.57975 -1.03851
78 H 0.00386 -3.42109 -1.20061
79 C -0.85109 4.21826 0.20777
80 C -0.64093 5.58284 0.86040
81 C -1.71415 5.59221 1.97677
82 O -2.46495 4.37476 1.84105
83 C -2.31094 3.93814 0.50648
84 H -0.25292 3.42847 0.67047
85 H -0.59054 4.17669 -0.85316
86 H -0.77861 6.41649 0.17497
87 H 0.35874 5.65613 1.28870
88 H -2.40662 6.42912 1.85690
89 H -1.27056 5.59657 2.97034
90 H -2.97614 4.48070 -0.18549
91 H -2.60663 2.88965 0.43354
92 C 3.41312 -1.03242 4.48674
93 C 2.48068 -1.23732 3.30287
94 C 3.46053 -1.46861 2.14721
95 O 4.63809 -0.70511 2.52622
96 C 4.48423 -0.17441 3.82768
97 H 3.85000 -1.97769 4.81440
98 H 2.93873 -0.54622 5.33986
99 H 1.91972 -0.31443 3.12214
100 H 1.75410 -2.03674 3.45483
101 H 3.11293 -1.04870 1.20701
102 H 3.75402 -2.51646 2.07358
103 H 4.17373 0.87854 3.78352
104 H 5.44190 -0.22986 4.34945
105 C -0.18419 2.54889 3.90052
106 C 1.31474 2.78759 3.74088
107 C 1.70559 3.22610 5.14260
108 O 0.99465 2.31074 5.97019
109 C -0.31122 2.19955 5.40078
110 H -0.52931 1.76206 3.22495
111 H -0.81832 3.39749 3.64430
112 H 1.61309 3.49806 2.96514
113 H 1.84712 1.86290 3.50812
114 H 1.36817 4.25032 5.35061
115 H 2.77045 3.14269 5.35056
116 H -1.00279 2.87853 5.91344
117 H -0.67810 1.19002 5.59330

Entry 2:
The following is a DFT calculation (ωB97M-V/def2-TZVPD) of C20H25N3O4 in the gas phase.

* Kohn-Sham gap: 9.14 eV
* energy above the lowest of the compared OMol25 structures with the same formula, charge and spin: 0.0 kJ/mol
* LUMO: 0.02383 Ha
* highest occupied orbital energy: -0.31214 Ha
* net charge: 0
* SMILES string: C[C@@H]1C[C@H](C)CN(C(=O)COC(=O)CCc2nc3ccccc3c(=O)[nH]2)C1

Element x y z (Å)
1 C -3.71544 -3.18600 0.86657
2 H -3.69598 -3.92150 0.06666
3 C -3.52389 -1.78363 0.30032
4 C -4.61218 -1.43672 -0.71803
5 H -4.57364 -2.14023 -1.55159
6 C -4.44491 -0.00812 -1.24133
7 C -5.56542 0.36433 -2.20548
8 H -6.53111 0.31235 -1.70659
9 H -5.42537 1.37527 -2.57956
10 H -5.57948 -0.31743 -3.05216
11 C -4.41023 0.96419 -0.05731
12 N -3.36137 0.58519 0.87094
13 C -2.21889 1.29431 0.88231
14 O -2.06976 2.33864 0.28064
15 C -1.07057 0.74285 1.75085
16 H -1.32017 0.78055 2.81182
17 H -0.81236 -0.27539 1.44102
18 O 0.05193 1.58908 1.57942
19 C 0.60388 1.55231 0.36566
20 O 0.32836 0.72457 -0.46810
21 C 1.62883 2.64807 0.19938
22 H 2.19282 2.75215 1.12695
23 H 1.06485 3.57145 0.04674
24 C 2.56106 2.40898 -0.99360
25 C 3.52117 1.28917 -0.72047
26 N 4.72483 1.56465 -0.37230
27 C 5.57989 0.52421 -0.10481
28 C 6.89816 0.81091 0.26616
29 C 7.77437 -0.21296 0.54382
30 C 7.36460 -1.54326 0.46154
31 C 6.07153 -1.84474 0.09934
32 C 5.16917 -0.81951 -0.18767
33 C 3.79061 -1.11967 -0.56827
34 O 3.29144 -2.22252 -0.65056
35 N 3.04402 0.01869 -0.84288
36 H 2.06445 -0.11496 -1.08629
37 H 5.72521 -2.86484 0.02683
38 H 8.06464 -2.33498 0.68261
39 H 8.79134 0.01386 0.82938
40 H 7.19953 1.84474 0.32539
41 H 1.95819 2.17201 -1.87206
42 H 3.14248 3.31047 -1.18116
43 C -3.55164 -0.73613 1.42268
44 H -2.79770 -0.95461 2.17680
45 H -4.53357 -0.75685 1.91024
46 H -4.20368 1.97942 -0.39774
47 H -5.36835 0.94859 0.47243
48 H -3.48463 0.06556 -1.76270
49 H -5.59249 -1.53502 -0.24369
50 H -2.54858 -1.72692 -0.19520
51 H -2.92453 -3.42779 1.57264
52 H -4.67141 -3.26283 1.38042

Entry 3:
The following is a DFT calculation (ωB97M-V/def2-TZVPD) of 6 unconnected molecules or ions with the total composition C41H62F5N3O14PS5.

* Kohn-Sham gap: 6.40 eV
* LUMO: -0.14447 Ha
* highest occupied orbital energy: -0.37967 Ha
* net charge: +1

Element x y z (Å)
1 C -3.47543 -0.92510 -3.92589
2 C -2.46666 -2.08723 -4.47647
3 O -1.30667 -1.38590 -5.00930
4 C -0.08880 -2.14270 -4.86860
5 N 0.31382 -2.42792 -3.46019
6 C 0.71328 -1.26694 -2.64745
7 C 0.73762 0.23621 -3.21840
8 C 2.06559 0.51323 -4.11888
9 O 2.39327 1.68580 -4.41919
10 F 2.90586 -0.54679 -4.60870
11 C 1.14653 -1.44495 -1.14453
12 C 1.55368 -0.25254 -0.16294
13 C 3.04103 0.32484 -0.36441
14 C 4.00397 -0.56402 -1.26854
15 F 4.57113 0.08729 -2.43895
16 C 4.40723 -1.91847 -1.03451
17 F 4.01115 -3.01881 -1.88291
18 F 5.26791 -2.20844 0.05512
19 C 1.18512 -2.90378 -0.54948
20 C 1.65546 -3.22676 0.96181
21 C 0.71309 -3.10338 2.17803
22 C 1.09787 -3.39644 3.67360
23 C 2.59951 -3.89562 3.79113
24 C 3.37896 -3.99579 2.45639
25 N 2.99733 -3.68005 1.12473
26 C 0.75860 -4.11668 -1.43827
27 P 0.79511 -5.88349 -0.71914
28 N 2.48831 -6.25138 -0.39612
29 O 0.03437 -5.91829 0.82879
30 C 0.30802 -3.78947 -2.91348
31 C -0.17298 -5.07338 -3.77707
32 C 1.06694 -5.63881 -4.63588
33 O 2.12139 -4.96432 -4.65781
34 F 1.02791 -6.85702 -5.38245
35 H -4.50099 -0.96891 -4.42729
36 H -3.51947 -0.90151 -2.77548
37 H -3.02004 0.09888 -4.23323
38 H -2.23188 -2.87521 -3.68115
39 H -3.02204 -2.55028 -5.38467
40 H -0.16866 -3.06199 -5.54362
41 H 0.75180 -1.48742 -5.32672
42 H -0.17059 0.51047 -3.85587
43 H 0.79031 1.03369 -2.38010
44 H 1.38883 -0.55283 0.94504
45 H 0.79728 0.61023 -0.34177
46 H 2.96817 1.41870 -0.74041
47 H 3.52973 0.40131 0.68124
48 H -0.36996 -2.76282 1.96860
49 H 0.38767 -3.30273 4.55801
50 H 3.06097 -4.17727 4.80641
51 H 4.46036 -4.39702 2.56680
52 H 3.11076 -5.50264 -0.77158
53 H 2.75958 -7.17257 -0.77216
54 H 0.22247 -6.77538 1.28244
55 H -1.01145 -4.70363 -4.46853
56 H -0.62940 -5.89291 -3.09916
57 C -5.96214 -3.35907 -9.23789
58 C -7.13824 -2.46504 -8.84094
59 C -7.48385 -2.78113 -7.38456
60 S -5.96733 -3.34534 -6.62175
61 O -6.12461 -4.73355 -6.25506
62 O -5.50539 -2.34599 -5.68025
63 C -4.96249 -3.25893 -8.09347
64 H -5.51857 -3.04836 -10.18605
65 H -6.30466 -4.39327 -9.34704
66 H -6.84326 -1.41427 -8.92995
67 H -8.00096 -2.61917 -9.49284
68 H -7.84776 -1.89880 -6.85654
69 H -8.21749 -3.58616 -7.31309
70 H -4.22922 -4.06549 -8.09148
71 H -4.45687 -2.29021 -8.09620
72 C -5.48869 -2.92401 0.22345
73 C -5.87172 -1.93734 1.32763
74 C -4.57371 -1.40605 1.93864
75 S -3.34040 -1.49189 0.64585
76 O -2.33541 -2.45719 1.03196
77 O -2.99950 -0.15134 0.22065
78 C -4.39638 -2.23630 -0.58436
79 H -6.34498 -3.18572 -0.40149
80 H -5.10094 -3.84563 0.66988
81 H -6.44121 -1.10853 0.89415
82 H -6.50187 -2.40559 2.08710
83 H -4.67835 -0.37314 2.26986
84 H -4.23725 -2.03048 2.76853
85 H -3.82020 -2.92554 -1.20190
86 H -4.80852 -1.43357 -1.20012
87 C 3.92875 4.76929 3.32351
88 C 2.90915 4.49097 4.42813
89 C 1.92840 3.44424 3.89549
90 S 2.83397 2.47911 2.69223
91 O 2.25235 2.70571 1.38492
92 O 3.05808 1.14748 3.21637
93 C 4.35503 3.40457 2.80200
94 H 4.78248 5.34173 3.69483
95 H 3.45601 5.34662 2.52119
96 H 3.42598 4.09708 5.30969
97 H 2.38673 5.40028 4.73394
98 H 1.56941 2.78901 4.68923
99 H 1.08266 3.91110 3.38836
100 H 4.83536 3.44892 1.82429
101 H 5.00441 2.89525 3.51796
102 C 8.51604 7.71469 6.37538
103 C 8.07371 8.91249 5.53284
104 C 6.83130 8.48754 4.74795
105 S 6.02990 7.22241 5.72684
106 O 6.08813 5.97190 5.00095
107 O 4.79336 7.74533 6.26210
108 C 7.24902 7.17833 7.02826
109 H 9.26261 7.99676 7.12068
110 H 8.95659 6.94980 5.72734
111 H 7.82403 9.74973 6.19284
112 H 8.86717 9.24979 4.86206
113 H 6.14319 9.32094 4.60112
114 H 7.09740 8.05066 3.78357
115 H 7.35652 6.16065 7.40334
116 H 6.90765 7.84007 7.82756
117 C -4.10212 2.04121 3.49849
118 C -4.44629 3.04001 4.60450
119 C -3.12799 3.54589 5.19179
120 S -1.91781 3.42826 3.87911
121 O -0.92814 2.44372 4.25341
122 O -1.55635 4.75832 3.44290
123 C -3.00896 2.70158 2.66940
124 H -4.97448 1.79539 2.88860
125 H -3.72654 1.11317 3.94297
126 H -5.00508 3.87878 4.17663
127 H -5.07385 2.58833 5.37634
128 H -3.20563 4.58304 5.52023
129 H -2.79126 2.91804 6.01884
130 H -2.45793 1.99748 2.04548
131 H -3.41399 3.51033 2.05683

Among the records above, which one has the highest highest occupied orbital energy?
C20H25N3O4